i:
Entry from OMol25: an isolated molecule of C3H7N3O2 (ωB97M-V/def2-TZVPD).

Last column: Löwdin charge in e.
Cartesian coordinates (Å):
C 2.68856 0.38331 -0.04024  -0.112
O 1.60757 -0.51540 -0.00203  -0.188
N 0.38827 0.19631 0.00141  0.068
C -0.66278 -0.53032 0.02350  -0.340
N -0.74579 -1.87597 0.07439  0.172
C -1.99004 0.17766 0.01416  -0.491
N -1.89570 1.51619 0.05476  0.173
O -3.03290 -0.44333 -0.03105  0.061
H 2.68981 1.03648 0.83714  0.081
H 3.58154 -0.23892 -0.04053  0.085
H 2.66088 0.99648 -0.94576  0.081
H -1.66320 -2.28074 -0.01624  0.102
H 0.07960 -2.43468 -0.04312  0.101
H -0.97918 1.93024 0.07477  0.091
H -2.72662 2.08271 0.03883  0.117

Calculated values
LUMO energy (eV): 0.952
SMILES string: CO/N=C(\N)C(N)=O
Multiplicity: 1
Highest occupied orbital energy (eV): -8.8

***

ii:
Entry from OMol25: C3H7N3O2 as an isolated structure (ωB97M-V/def2-TZVPD).

Last column: Löwdin charge in e.
Cartesian coordinates (Å):
C -0.92091 0.38260 1.84795  -0.092
C -0.85824 -0.46135 0.58383  -0.420
C 1.45505 0.09266 -0.79099  -0.405
H -1.60186 -0.19782 2.81009  0.144
H -1.58850 1.47720 1.64117  0.138
H 0.12785 0.83802 1.73843  0.045
H 0.73120 -1.85849 -1.41514  0.235
H 2.54463 -0.23313 -1.58344  0.213
H 1.92077 1.77637 0.11010  0.137
H -1.31292 0.20860 -2.71720  0.315
N 0.97872 -1.02610 -0.70258  -0.057
N 1.01639 1.02413 0.05426  0.031
N -1.55299 -0.11034 -0.50819  -0.078
O 0.25047 -1.29310 0.49655  -0.019
O -1.18967 -0.61924 -1.56482  -0.187

Calculated values
LUMO energy (eV): -0.564
Multiplicity: 1
Highest occupied orbital energy (eV): -8.4

***

iii:
Entry from OMol25: C3H7N3O2 as an isolated structure (ωB97M-V/def2-TZVPD).

Last column: Löwdin charge in e.
Cartesian coordinates (Å):
C -0.50237 0.87340 1.80903  -0.071
C -0.19798 -1.91182 -0.05750  -0.224
C 0.92637 0.62179 -0.23533  -0.271
H 0.56623 1.36156 2.23472  0.131
H -1.04139 0.47272 2.63777  0.046
H -1.23209 1.77056 1.42387  0.127
H 0.04886 -2.91814 0.15250  0.126
H 2.19894 0.18116 0.09285  0.204
H -0.99077 0.17127 -1.75336  0.086
H -0.13923 0.53340 -2.98828  0.002
N -0.24899 0.20696 0.47050  -0.111
N 1.02567 0.54771 -1.48413  -0.001
N -0.18286 0.65108 -2.10745  0.037
O 0.08582 -1.20664 1.02916  -0.005
O -0.31620 -1.35501 -1.22435  -0.075

Calculated values
LUMO energy (eV): 0.671
Multiplicity: 1
Highest occupied orbital energy (eV): -8.9

***

On energetic grounds, i is preferred over the next structure by 6.841 eV.

***

i:
Entry from OMol25: a 2-piece molecular cluster, C7H16O overall (ωB97M-V/def2-TZVPD).

Last column: Löwdin charge in e.
Cartesian coordinates (Å):
C 1.43057 1.70387 -2.64999  -0.132
C 1.31246 0.25594 -2.12752  -0.287
C 0.07334 -0.09503 -1.30656  -0.212
C 0.28432 0.48875 0.14671  -0.180
C -1.92776 1.56433 0.45572  -0.014
C -1.07141 0.61273 0.83002  -0.381
C -1.39307 -0.43610 1.85100  -0.215
H 1.34723 1.73910 -3.74426  0.059
H 0.63972 2.42165 -2.37436  0.062
H 2.33594 2.19437 -2.28474  0.059
H 1.26613 -0.37235 -3.02713  0.088
H 2.24439 -0.07646 -1.65017  0.103
H -0.80304 0.40516 -1.72028  0.100
H -0.00569 -1.16406 -1.25582  0.083
H 0.67261 1.49932 -0.05831  0.102
H 0.92691 -0.11540 0.77415  0.085
H -2.82446 1.68130 1.06085  0.046
H -1.82745 2.22051 -0.39451  0.043
H -2.24341 -1.05039 1.58032  0.034
H -1.55350 -0.06385 2.88034  0.046
H -0.67256 -1.23615 1.96853  0.022
H 0.74600 -3.49463 4.22443  -0.072
H 0.09465 -4.45782 3.21383  -0.081
O 0.94807 -4.22478 3.60776  -0.359

Calculated values
Net charge: -1
LUMO energy (alpha / beta) (eV): 3.234 / 3.119
⟨S²⟩: 0.75
Multiplicity: 2
Highest occupied orbital energy (alpha / beta) (eV): 1.1 / -6.0

***

ii:
Entry from OMol25: a 2-piece molecular cluster, C7H16O overall (ωB97M-V/def2-TZVPD).

Last column: Löwdin charge in e.
Cartesian coordinates (Å):
C 0.50150 -0.06617 2.66224  -0.245
C -0.11400 -0.50640 1.36171  -0.400
C -0.79485 0.64764 0.59296  -0.252
C 0.12572 1.66355 -0.19147  -0.221
C 1.14953 1.04874 -1.12498  -0.275
C 0.72525 -0.03465 -2.10562  -0.205
C -0.41826 0.09545 -2.79230  -0.038
H -0.10438 0.71053 3.24257  0.078
H 0.83771 -0.90960 3.36589  0.047
H 1.45206 0.40256 2.37771  0.043
H -0.98604 -1.25034 1.50251  0.060
H 0.70302 -1.00952 0.67911  0.088
H -1.39816 1.17106 1.29094  0.079
H -1.35327 0.18601 -0.21033  0.070
H -0.72243 2.18292 -0.73314  0.099
H 0.70291 2.42586 0.52007  0.130
H 1.77290 1.73137 -1.63574  0.078
H 1.97190 0.67153 -0.51567  0.076
H 1.35942 -0.80380 -2.23759  0.019
H -1.19350 0.74594 -2.61371  0.014
H -0.70993 -0.74479 -3.51080  0.065
H -0.52434 -3.10565 -0.23797  -0.074
H -1.60421 -2.45453 0.55249  -0.099
O -1.37855 -2.79771 -0.23890  -0.136

Calculated values
Net charge: -1
LUMO energy (alpha / beta) (eV): 3.847 / 3.650
⟨S²⟩: 0.75
Multiplicity: 2
Highest occupied orbital energy (alpha / beta) (eV): 1.2 / -6.3

***

iii:
Entry from OMol25: a 2-piece molecular cluster, C7H16O overall (ωB97M-V/def2-TZVPD).

Last column: Löwdin charge in e.
Cartesian coordinates (Å):
C 1.79368 -0.96085 1.53855  -0.206
C 1.87654 -0.36532 0.09644  -0.289
C 1.00379 -1.03767 -0.95940  -0.222
C -0.55992 -0.68564 -1.18571  -0.176
C -0.45964 1.54322 -2.34367  -0.006
C -0.83460 0.79006 -1.28092  -0.418
C -1.60978 1.30513 -0.14748  -0.187
H 2.54240 -0.60240 2.23722  0.035
H 0.73185 -0.77357 1.82300  0.025
H 1.77322 -2.02651 1.45401  0.042
H 1.73387 0.68514 0.13110  0.058
H 2.99059 -0.39563 -0.30493  0.119
H 1.62850 -1.04716 -1.91670  0.108
H 0.86428 -2.08927 -1.07250  0.069
H -1.31086 -1.19669 -0.48957  0.116
H -0.76287 -1.11738 -2.22130  0.111
H -0.51948 2.61546 -2.61382  0.051
H -0.02284 1.01823 -3.17553  0.031
H -2.56767 1.03127 -0.36117  0.031
H -1.72840 2.37854 -0.43200  0.080
H -1.27109 0.94587 0.76888  0.023
H -1.52023 0.43752 3.07678  -0.098
H -0.27782 -0.16107 3.26164  -0.063
O -1.19297 -0.40449 3.19101  -0.236

Calculated values
Net charge: -1
LUMO energy (alpha / beta) (eV): 3.631 / 3.452
⟨S²⟩: 0.75
Multiplicity: 2
Highest occupied orbital energy (alpha / beta) (eV): 1.1 / -6.0

***

On energetic grounds, i is preferred over the next structure by 1.226 eV.